14
Properties=species:S:1:pos:R:3:forces:R:3:mulliken_charge:R:1 method="wB97M-V/def2-TZVPD" energy_ha=-158.31781 relative_energy_kj_mol=223.3 charge=0 max_force_ev_per_a=3.63 gap_ev=11.3 smiles="C=C.CC"
C -2.250 0.106 1.104 0.01 0.41 -0.73 -0.53
C -2.420 0.352 -0.201 -0.74 0.86 0.52 -0.39
H -2.164 1.001 1.704 0.16 -0.24 0.61 0.24
H -2.199 -0.892 1.580 -0.05 0.76 -0.50 0.24
H -2.536 1.454 -0.555 0.35 -2.30 0.41 0.19
H -2.631 -0.495 -0.855 0.26 0.51 -0.31 0.24
C 1.762 -0.726 -0.962 0.50 0.51 0.03 -0.87
C 1.802 0.342 0.180 -1.12 -0.16 3.45 -0.69
H 1.273 -0.516 -1.896 -0.58 1.13 -0.24 0.30
H 1.335 -1.710 -0.778 -0.06 0.09 1.09 0.28
H 2.770 -0.936 -1.313 0.36 0.05 0.32 0.30
H 0.880 0.666 0.774 -0.14 -1.48 -1.37 0.14
H 2.333 -0.060 1.143 -0.15 0.61 -2.11 0.22
H 2.045 1.413 0.074 1.19 -0.75 -1.16 0.31



20
Properties=species:S:1:pos:R:3:forces:R:3:lowdin_spin:R:1 method="wB97M-V/def2-TZVPD" energy_ha=-7571.87842 multiplicity=3 charge=+2 max_force_ev_per_a=3.33 gap_ev="7.1 / 6.8"
C -2.791 0.353 -1.421 -1.33 0.48 1.06 0.00
C -1.495 0.419 -0.419 0.10 -2.13 -1.92 0.01
Br -1.634 1.956 0.912 -0.03 -0.09 -0.37 0.05
C -0.044 0.584 -1.165 -0.12 0.14 0.11 0.02
Br 0.047 2.246 -2.342 -0.21 -1.52 1.00 0.01
P 1.260 0.822 0.262 -0.42 0.20 -0.63 0.33
P 2.664 -0.871 0.261 1.28 -0.58 2.76 0.41
C 1.658 -2.413 0.847 -1.15 -0.63 0.19 0.07
O 3.821 -0.544 1.521 -3.02 0.55 -1.29 0.06
H -3.321 1.418 -1.511 1.45 -2.32 0.00 0.00
H -2.577 -0.076 -2.489 -0.02 0.86 2.17 0.00
H -3.596 -0.338 -0.878 1.83 1.44 -1.28 0.00
H -1.460 -0.565 0.214 -0.01 2.07 -0.92 0.00
H 0.245 -0.331 -1.846 -0.90 1.74 1.41 0.00
H 1.955 2.075 -0.013 -0.24 -1.12 -0.11 0.02
H 1.210 -2.265 1.928 1.11 -0.13 -2.13 0.01
H 0.739 -2.597 0.111 2.10 0.45 1.39 0.00
H 2.334 -3.371 0.838 -1.12 2.00 -0.08 0.00
H 3.453 0.082 2.223 0.73 -1.14 -1.13 0.01
Ni -2.469 3.416 2.965 -0.05 -0.28 -0.21 1.00



18
Properties=species:S:1:pos:R:3:forces:R:3:mulliken_charge:R:1 method="wB97M-V/def2-TZVPD" energy_ha=-1188.16876 relative_energy_kj_mol=177.7 charge=0 max_force_ev_per_a=6.61 gap_ev="7.6 / 7.2"
C 0.050 1.537 -1.861 -0.55 2.47 -0.83 -1.00
C -0.584 0.585 -0.847 5.98 -2.18 -1.76 -0.65
C -0.470 -1.456 1.670 1.22 -1.23 -2.97 -0.27
C 0.263 0.747 0.406 0.75 -2.48 0.95 0.43
N -1.253 -2.260 0.817 0.10 -0.23 0.18 -0.51
N 1.646 0.516 0.431 -0.56 0.27 -1.56 -0.53
Cl 1.091 -2.073 2.095 -0.40 0.08 0.03 -0.20
Cl -0.119 1.981 1.549 -0.59 0.31 -0.02 -0.20
H -0.212 2.554 -1.388 0.49 -0.92 -1.50 0.27
H 1.212 1.520 -1.865 -2.14 -0.41 -0.11 0.31
H -0.399 1.408 -2.942 0.98 0.50 2.11 0.31
H -1.526 0.721 -0.523 -3.48 0.67 0.25 0.48
H -0.416 -0.424 -1.447 -0.62 1.15 2.15 0.19
H -0.890 -0.794 2.314 -1.20 1.45 1.93 0.50
H -1.678 -1.820 0.012 -0.05 0.55 0.17 0.23
H -0.814 -3.098 0.459 0.28 0.02 0.42 0.25
H 2.123 0.570 1.311 -0.12 -0.12 0.21 0.19
H 1.976 -0.214 -0.192 -0.09 0.10 0.36 0.21



19
Properties=species:S:1:pos:R:3:forces:R:3:mulliken_charge:R:1 method="wB97M-V/def2-TZVPD" energy_ha=-1550.09159 relative_energy_kj_mol=0.0 charge=0 max_force_ev_per_a=5.13 gap_ev=9.7
C 0.571 0.461 -2.494 -0.48 -1.31 -1.81 -1.12
C 0.402 -0.919 1.752 -2.71 2.60 2.08 -1.00
C -0.535 0.287 -1.428 4.63 -0.45 -0.92 -0.02
C -0.681 -0.093 1.024 2.64 -0.71 -1.00 -0.50
N 0.011 0.104 -0.295 -3.34 1.66 1.11 -0.32
O 2.340 1.146 -0.583 -2.48 -0.21 1.95 -0.62
P 2.903 -0.280 0.152 -1.65 2.41 -1.47 0.48
Cl 4.473 -0.547 -1.020 1.27 -0.46 -1.40 -0.24
Cl 3.888 0.721 1.579 0.71 0.38 1.79 -0.24
H 1.441 1.036 -2.221 -0.37 0.25 0.12 0.41
H 1.002 -0.579 -2.615 -0.49 0.90 -0.01 0.25
H 0.265 0.763 -3.517 -0.35 -0.14 0.69 0.35
H 1.337 -0.407 1.720 0.17 0.35 0.58 0.07
H -0.009 -0.987 2.762 0.66 -0.37 0.33 0.40
H 0.516 -1.839 1.340 0.30 -2.77 -1.20 0.46
H 1.144 1.344 -0.330 4.60 -2.21 -0.58 0.53
H -1.452 0.057 -1.861 -2.37 -0.17 0.23 0.46
H -1.644 -0.571 1.078 -0.51 -0.19 -0.55 0.42
H -0.717 0.870 1.508 -0.24 0.45 0.04 0.24



18
Properties=species:S:1:pos:R:3:forces:R:3:mulliken_charge:R:1 method="wB97M-V/def2-TZVPD" energy_ha=-1495.06618 relative_energy_kj_mol=117.6 charge=+1 max_force_ev_per_a=4.85 gap_ev=7.7
C 0.687 1.599 0.309 1.45 4.44 -1.31 -1.43
C -1.317 0.549 -0.957 3.29 2.22 1.02 -1.63
C -0.578 -0.091 1.401 -3.18 1.20 0.42 -1.75
C -0.130 0.445 0.033 -0.57 -2.90 1.09 1.33
O 0.742 -1.438 -1.988 0.67 -2.31 -0.08 -0.42
P 0.969 -1.165 -0.451 -0.89 -2.19 -0.27 0.75
Cl -0.003 -3.471 0.840 1.15 2.80 -1.56 -0.22
Cl 2.913 -1.446 -0.259 -0.27 0.34 0.64 -0.07
H 1.257 2.110 -0.536 -1.03 -0.87 0.64 0.36
H 1.419 1.541 1.082 0.51 -0.82 0.73 0.44
H 0.019 2.421 0.735 0.42 -1.04 -0.73 0.37
H -1.863 1.234 -0.357 -1.11 0.95 -0.05 0.47
H -1.844 -0.289 -1.079 -2.01 -3.54 -0.01 0.50
H -1.090 0.897 -1.944 0.41 0.69 -0.29 0.40
H 0.096 -0.363 2.148 2.03 -0.56 0.60 0.52
H -1.152 0.686 1.977 0.40 -0.11 -0.98 0.41
H -1.300 -0.888 1.358 -0.16 -0.54 -0.42 0.53
H 1.176 -2.328 -2.312 -1.11 2.24 0.59 0.43



22
Properties=species:S:1:pos:R:3:forces:R:3:mulliken_charge:R:1 method="wB97M-V/def2-TZVPD" energy_ha=-2455.59374 relative_energy_kj_mol=88.3 charge=+2 max_force_ev_per_a=1.31 gap_ev=2.8
Hg 0.738 -1.719 -0.673 -0.68 -0.30 0.03 1.46
Hg -2.385 -2.811 -0.152 0.66 0.42 -0.03 1.47
C -1.530 0.392 -0.035 -0.30 1.25 0.21 0.10
O -1.302 -0.936 -0.566 0.40 -0.13 -0.05 -0.83
H -1.837 1.093 -0.815 -0.04 -0.43 -0.35 0.21
H -2.308 0.421 0.727 0.06 -0.35 0.07 0.23
H -0.632 0.837 0.393 0.09 -0.35 0.14 -0.19
C -0.145 -4.989 -0.482 0.07 -0.91 -0.52 -0.38
O -0.351 -3.566 -0.284 -0.40 -0.02 0.25 -0.81
H -1.114 -5.467 -0.617 0.01 0.04 0.00 0.14
H 0.427 -5.191 -1.387 0.03 0.27 -0.02 0.27
H 0.349 -5.490 0.349 0.06 0.54 0.26 0.30
C 0.489 3.238 -2.213 0.46 -0.73 0.36 -0.10
Cl -1.122 3.783 -1.755 -0.11 -0.16 0.18 -0.14
Cl 1.226 4.289 -3.396 0.09 -0.13 -0.02 -0.11
H 1.122 3.137 -1.332 -0.07 0.75 0.12 0.22
H 0.439 2.206 -2.567 -0.35 0.25 -0.60 0.16
C 1.594 2.073 2.877 0.19 -0.26 -0.62 0.12
Cl 1.460 3.808 2.660 -0.01 0.19 0.13 -0.11
Cl 1.602 1.513 4.540 -0.14 0.05 0.00 -0.13
H 0.764 1.633 2.326 -0.15 -0.09 0.31 -0.15
H 2.517 1.746 2.404 0.12 0.11 0.16 0.27



16
Properties=species:S:1:pos:R:3:forces:R:3:mulliken_charge:R:1 method="wB97M-V/def2-TZVPD" energy_ha=-673.31824 relative_energy_kj_mol=108.2 charge=0 max_force_ev_per_a=4.38 gap_ev=9.7 smiles=C[C@@H](Cl)CCN
C -0.975 -1.609 -1.404 1.92 -0.34 1.32 -1.43
C -0.740 -0.473 -0.418 -1.51 1.28 -0.21 0.31
Cl -0.069 -1.081 1.103 0.30 -0.60 0.22 -0.18
C 0.133 0.609 -1.093 3.21 -2.51 1.59 -0.79
C 0.672 1.896 -0.348 -2.25 0.77 -1.10 -0.45
N 0.946 1.725 1.062 2.82 -0.30 0.33 -0.45
H -1.494 -1.244 -2.237 -0.59 0.40 -1.45 0.39
H -0.021 -2.114 -1.649 -0.27 0.64 -0.32 0.34
H -1.514 -2.399 -0.954 -1.03 -0.68 0.62 0.41
H -1.723 -0.085 -0.103 0.25 0.01 -0.21 0.31
H 1.059 -0.101 -1.131 -0.88 1.44 -0.73 0.26
H -0.223 0.751 -2.109 0.03 0.43 -0.01 0.34
H -0.198 2.635 -0.491 1.51 -0.50 0.28 0.30
H 1.589 2.252 -0.898 -1.10 -0.20 0.32 0.27
H 0.542 2.360 1.732 -0.20 0.22 -0.45 0.18
H 2.001 1.710 1.231 -2.23 -0.06 -0.18 0.19



17
Properties=species:S:1:pos:R:3:forces:R:3:mulliken_charge:R:1 method="wB97M-V/def2-TZVPD" energy_ha=-727.85885 relative_energy_kj_mol=28.0 charge=+1 max_force_ev_per_a=6.17 gap_ev=11.2 smiles="CC[C@@H](Cl)C(N)=[NH2+]"
C -2.373 0.196 0.374 -2.39 -2.65 5.03 -1.40
C -0.934 0.384 0.625 1.19 2.55 -0.95 -0.89
C -0.150 -0.476 -0.360 0.07 0.58 0.15 0.51
Cl -0.496 0.036 -2.042 -0.13 -0.54 -0.10 -0.07
C 1.311 -0.213 -0.256 1.23 1.20 -0.58 0.19
N 2.183 -0.982 -0.877 -0.04 -0.31 -0.12 -0.36
N 1.739 0.922 0.324 -2.67 -1.77 0.34 -0.33
H -2.667 -0.918 0.703 0.47 2.27 -1.15 0.30
H -3.064 0.817 1.017 1.08 -0.48 -0.43 0.36
H -2.660 0.412 -0.579 -0.56 0.24 -2.76 0.46
H -0.717 1.543 0.559 -0.20 -2.09 -0.46 0.34
H -0.491 0.118 1.560 -0.63 -0.48 1.29 0.46
H -0.355 -1.544 -0.131 -0.06 0.56 -0.67 0.40
H 1.777 -1.707 -1.490 0.86 0.46 0.47 0.27
H 3.194 -0.731 -0.919 -1.32 -0.56 -0.18 0.24
H 1.005 1.324 0.965 1.87 -0.10 -0.74 0.26
H 2.698 0.819 0.528 1.24 1.12 0.85 0.25



18
Properties=species:S:1:pos:R:3:forces:R:3:mulliken_charge:R:1 method="wB97M-V/def2-TZVPD" energy_ha=-782.73852 relative_energy_kj_mol=322.5 charge=0 max_force_ev_per_a=5.56 gap_ev=9.2 smiles="CC(C)NCl.N=C=N"
C 0.008 -0.973 2.338 -0.75 0.62 -1.88 -1.25
C 0.582 -0.023 1.292 2.01 -2.98 1.85 0.27
C -0.198 1.150 1.055 -0.85 1.30 -2.30 -1.11
N 0.705 -0.629 0.011 -4.30 0.97 -3.39 -0.50
Cl 1.676 -1.895 -0.381 1.00 -1.43 0.37 -0.12
H 0.634 -1.429 3.035 1.16 -0.45 1.12 0.35
H -0.743 -0.364 2.743 -1.13 0.19 1.58 0.32
H -0.491 -1.735 1.760 -0.30 -0.58 0.06 0.32
H 1.544 0.333 1.544 1.46 -0.16 0.65 0.40
H 0.476 1.919 0.797 0.48 1.71 0.67 0.34
H -1.032 1.373 1.654 -0.71 0.50 0.98 0.34
H -0.498 0.993 0.041 -1.52 0.27 -0.70 0.23
H -0.351 -0.794 -0.382 3.46 0.04 1.09 0.32
N -0.955 1.489 -2.656 1.53 -1.03 1.08 -0.57
C -0.402 0.393 -2.802 -2.21 2.22 -2.02 0.58
N -0.131 -0.758 -3.050 0.97 -1.08 -0.22 -0.46
H -1.459 2.040 -3.342 0.21 -0.68 0.07 0.25
H 0.635 -1.092 -3.657 -0.52 0.56 1.00 0.26



31
Properties=species:S:1:pos:R:3:forces:R:3:mulliken_charge:R:1 method="wB97M-V/def2-TZVPD" energy_ha=-2790.44307 relative_energy_kj_mol=226.6 charge=-1 max_force_ev_per_a=4.36 gap_ev=9.7
K -5.689 -12.687 0.402 0.43 -0.25 -0.99 0.96
P -6.785 -12.756 -3.290 0.57 1.91 -2.50 1.14
F -7.077 -11.598 -4.482 -0.31 -0.98 1.46 -0.40
F -7.834 -11.977 -2.286 0.07 -0.11 0.02 -0.32
F -7.939 -13.727 -3.774 -1.04 0.25 -0.89 -0.36
F -6.501 -13.844 -2.177 0.92 -0.73 1.70 -0.36
F -5.753 -13.414 -4.352 -0.11 -0.19 0.77 -0.34
F -5.590 -11.830 -2.678 -0.19 -0.05 0.14 -0.34
P -2.114 -13.835 -0.603 2.13 -1.49 -3.50 1.21
F -2.551 -13.165 -2.024 -1.11 0.22 1.05 -0.32
F -0.593 -13.341 -0.973 -0.12 -0.18 0.63 -0.38
F -2.350 -12.469 0.170 -0.72 0.53 0.81 -0.35
F -1.542 -14.592 0.695 -0.58 0.25 0.22 -0.36
F -3.673 -14.323 -0.225 0.65 0.42 -0.20 -0.42
F -1.850 -15.205 -1.513 -0.56 0.38 1.32 -0.37
C -13.069 -12.010 5.006 2.46 1.19 -1.02 -0.65
O -12.062 -11.879 3.952 0.21 -1.24 -0.23 -0.31
C -11.038 -10.839 4.038 -2.40 -0.25 -1.16 -0.55
C -9.864 -11.138 3.102 0.40 0.24 -0.60 -0.43
O -10.042 -10.841 1.722 -0.22 -0.44 -1.64 -0.40
C -9.145 -11.576 0.784 -2.39 0.21 1.24 -0.55
H -13.805 -12.765 4.729 0.36 0.02 -0.05 0.21
H -13.532 -11.030 5.113 -0.33 -0.04 0.40 0.27
H -12.436 -12.268 5.856 -0.84 -0.17 0.68 0.28
H -10.728 -10.628 5.061 0.23 -0.24 0.08 0.38
H -11.659 -10.027 3.660 0.83 0.98 0.07 0.31
H -9.625 -12.197 3.204 0.35 -0.10 0.28 0.30
H -9.037 -10.455 3.295 0.36 -0.39 1.30 0.33
H -9.478 -11.412 -0.241 0.12 0.66 0.19 0.30
H -9.419 -12.620 0.941 0.85 -0.35 0.20 0.43
H -8.096 -11.303 0.900 -0.01 -0.05 0.20 0.09



54
Properties=species:S:1:pos:R:3:forces:R:3:mulliken_charge:R:1 method="wB97M-V/def2-TZVPD" energy_ha=-5731.10297 relative_energy_kj_mol=1048.3 charge=-2 max_force_ev_per_a=6.90 gap_ev=5.5
Li 1.400 -1.042 -1.602 0.10 0.20 -0.43 0.97
Li -0.896 -5.214 -0.598 -0.30 0.34 0.04 0.96
N 0.683 -0.690 -5.038 -2.72 -2.74 -1.65 -0.37
S -0.038 -2.061 -5.670 1.18 -2.33 1.46 1.11
O -0.660 -1.897 -6.958 -0.13 -0.15 1.18 -0.54
O -0.553 -2.959 -4.625 0.01 1.65 -1.43 -0.60
F 1.266 -2.822 -6.030 1.29 -0.45 -0.34 -0.25
S -0.502 0.289 -5.510 -1.37 4.84 1.09 1.09
O -1.912 -0.027 -5.253 2.54 -0.23 -0.01 -0.54
O -0.236 1.099 -6.665 0.02 -1.04 0.20 -0.60
F -0.087 1.308 -4.319 -0.64 0.25 0.11 -0.30
N -4.363 -4.248 -0.103 -3.24 -2.39 -3.73 -0.35
S -5.511 -4.303 -1.455 -2.34 -2.51 -1.65 1.07
O -5.289 -3.583 -2.733 0.16 -1.20 3.57 -0.51
O -6.876 -4.433 -0.948 2.30 0.50 -0.80 -0.56
F -5.172 -5.826 -1.873 0.39 0.49 0.30 -0.27
S -4.449 -2.727 -0.035 1.75 5.30 4.05 1.06
O -5.732 -2.009 0.046 2.36 -1.41 -1.44 -0.54
O -3.258 -2.217 -0.694 -1.25 0.85 0.33 -0.56
F -4.072 -2.640 1.558 0.42 0.01 -0.56 -0.32
N 2.464 -3.800 0.647 0.52 -0.09 4.88 -0.31
S 2.900 -3.722 2.400 -2.98 3.35 4.24 1.05
O 4.144 -3.067 2.817 -1.67 -2.18 -1.56 -0.50
O 2.287 -4.751 3.265 1.47 1.75 -2.54 -0.54
F 1.900 -2.416 2.687 0.29 -1.29 -0.72 -0.31
S 3.734 -4.687 0.432 4.17 -3.07 -4.48 1.08
O 3.863 -6.029 1.036 -0.70 2.84 -0.22 -0.58
O 4.943 -3.942 0.152 -0.86 -0.59 1.26 -0.56
F 3.329 -5.043 -1.052 -0.75 -0.69 -1.18 -0.30
N 6.095 3.029 -4.095 -0.62 -2.28 4.85 -0.33
S 5.944 2.972 -2.410 0.95 -0.63 1.23 1.06
O 4.972 2.007 -1.957 0.16 0.72 -0.62 -0.58
O 6.157 4.165 -1.568 -0.72 -1.94 -2.06 -0.55
F 7.306 2.221 -2.244 0.79 -0.68 0.53 -0.26
S 5.908 4.514 -4.297 -2.22 3.78 -1.71 1.09
O 7.097 5.286 -4.208 0.56 0.59 -0.20 -0.60
O 4.673 5.106 -3.828 0.79 -0.20 0.31 -0.60
F 5.572 4.319 -5.795 0.25 0.61 -2.27 -0.26
C -2.752 1.582 6.501 0.96 1.09 -0.06 -0.67
O -1.860 2.714 6.320 0.60 -0.31 -0.68 -0.38
C -2.372 3.836 5.563 -1.68 -0.63 0.49 -0.67
C -3.113 3.607 4.183 1.17 0.16 1.41 -0.45
O -2.320 2.961 3.231 -1.61 -1.98 0.36 -0.28
C -1.149 3.559 2.878 1.14 1.16 -0.89 -0.73
H -2.681 1.174 7.510 0.43 0.39 0.25 0.26
H -2.366 0.801 5.846 -0.88 -0.04 -0.39 0.22
H -3.784 1.923 6.419 -0.14 -0.43 -0.62 0.32
H -1.650 4.641 5.428 0.55 -0.58 0.33 0.39
H -3.098 4.170 6.305 -0.64 1.00 -0.53 0.47
H -3.402 4.581 3.787 -0.01 0.48 0.19 0.37
H -4.044 3.076 4.381 0.24 -0.48 -0.46 0.32
H -0.372 3.567 3.641 -0.07 0.06 0.33 0.28
H -1.358 4.570 2.528 0.20 0.56 0.19 0.33
H -0.711 3.083 2.000 -0.25 -0.45 0.09 0.22



17
Properties=species:S:1:pos:R:3:forces:R:3:mulliken_charge:R:1 method="wB97M-V/def2-TZVPD" energy_ha=-610.39876 relative_energy_kj_mol=107.1 charge=+1 max_force_ev_per_a=4.49 gap_ev=10.4 smiles=C[NH2+]C[C@@](C)(F)I
C 2.167 0.155 1.307 3.02 -0.31 2.89 -0.84
N 1.254 -0.498 0.371 -0.06 -2.21 0.82 -0.03
C 0.292 0.469 -0.161 -4.26 -1.41 -0.09 -0.67
C -1.255 -0.426 -0.624 3.25 0.42 0.45 0.37
C -2.348 0.461 -1.024 -2.33 1.26 -0.82 -1.07
F -0.844 -1.108 -1.761 0.40 -0.09 0.73 -0.28
I -1.899 -1.882 0.866 0.66 0.37 -0.35 0.15
H 1.946 0.060 2.459 0.13 -0.24 -2.51 0.31
H 3.287 -0.138 1.087 -2.37 0.25 0.64 0.32
H 2.102 1.180 1.065 0.22 1.22 0.01 0.41
H 1.927 -0.870 -0.306 -0.94 -0.14 -0.55 0.40
H 0.744 -1.354 0.806 0.66 1.41 -0.66 0.21
H 0.133 1.295 0.623 0.03 -1.25 -1.68 0.43
H 0.510 0.687 -1.194 0.55 0.89 0.07 0.31
H -3.144 0.399 -0.235 0.67 0.75 -0.90 0.34
H -2.805 0.043 -1.980 0.52 0.35 1.27 0.33
H -2.065 1.527 -1.300 -0.16 -1.28 0.69 0.31